Formula: C24H53NO18Rb
Source: the OMol25 dataset
Level of theory: wB97M-V/def2-TZVPD

Structure (XYZ):
```
97
Properties=species:S:1:pos:R:3:forces:R:3:mulliken_charge:R:1
Rb -13.350551 37.446378 -2.326791 -0.091 -0.171 0.264 0.93
C -16.356618 31.955280 1.850846 3.148 4.930 -1.678 -0.67
C -17.053284 30.876295 1.412515 -0.353 -2.594 1.425 0.27
C -17.114889 30.583073 -0.109998 -4.422 -3.323 -1.674 0.61
O -17.994986 29.757083 -0.646770 1.206 0.898 2.573 -0.81
C -16.372724 31.190162 -1.055781 3.874 4.795 1.515 -0.85
C -15.542409 32.386817 -0.601989 -1.527 -1.803 0.570 0.57
C -15.623866 32.938323 0.957020 -2.231 -2.961 0.186 0.35
O -15.140275 34.036731 1.263211 0.119 -0.519 -0.196 -0.75
O -14.798712 33.016382 -1.331375 0.987 1.077 -1.284 -0.75
O -17.511821 30.096659 2.317749 -0.223 0.212 -1.957 -0.77
H -16.293269 32.203659 2.899994 -0.254 -0.172 0.262 0.43
H -16.494284 30.990729 -2.110219 0.091 -0.042 0.043 0.41
C -14.428773 40.848120 3.639452 3.019 0.523 -2.322 -0.82
O -13.783801 41.007070 2.274166 -1.804 -0.571 0.903 -0.32
C -14.647417 40.525148 1.222786 0.345 1.188 0.769 -0.44
C -14.541059 41.515638 0.064588 0.424 1.193 -0.204 -0.79
N -13.352635 41.373453 -0.783509 1.478 -1.440 -1.012 -0.28
C -12.033771 41.414961 -0.125841 1.968 0.183 -0.034 -0.83
C -10.726503 41.317699 -1.090495 -2.418 -0.357 -0.094 -0.64
O -10.755232 40.129426 -1.868447 2.113 -0.566 -1.345 -0.23
C -9.483019 40.092930 -2.644754 -0.757 -0.335 -0.046 -0.84
H -14.556190 39.773682 3.771531 -0.793 0.296 0.371 0.37
H -15.221916 41.587774 3.748746 -0.351 -0.636 0.036 0.32
H -13.543065 41.172827 4.185513 -0.471 -0.118 0.798 0.23
H -15.678240 40.463777 1.571699 -0.205 0.446 0.052 0.48
H -14.427279 39.475857 1.026281 0.470 -0.018 -0.650 0.25
H -14.495452 42.572699 0.326583 -0.013 0.079 1.771 0.36
H -15.492913 41.631980 -0.453614 0.138 -1.199 -0.961 0.43
H -13.211302 42.139598 -1.426271 -1.088 0.111 -0.364 0.28
H -11.912517 40.731558 0.714608 -0.273 -0.437 -0.359 0.48
H -11.847528 42.376912 0.351733 -0.216 0.489 0.229 0.35
H -9.778123 41.397837 -0.559220 -0.226 -0.035 0.599 0.39
H -10.712694 42.081808 -1.867699 -0.303 0.856 0.390 0.39
H -8.726424 39.496541 -2.134862 -0.088 0.168 0.252 0.31
H -9.072418 41.060201 -2.934363 -0.187 0.556 0.930 0.31
H -9.564304 39.703990 -3.659745 -0.919 -0.763 0.191 0.30
C -18.385755 25.838915 -5.453885 -0.272 -0.408 -0.913 -0.23
C -18.767198 24.939588 -6.706124 0.776 1.186 0.628 -0.51
O -19.796377 24.052790 -6.372571 -0.194 -0.377 0.038 -0.51
O -19.574672 26.482501 -4.998399 -0.090 -0.546 -0.362 -0.54
H -17.622462 26.599510 -5.618148 0.110 -0.046 -0.665 0.33
H -17.934447 25.158202 -4.732047 -0.385 -0.137 0.410 0.23
H -17.902269 24.369898 -7.045897 0.114 -0.181 0.412 0.31
H -19.060557 25.495156 -7.596838 -0.065 0.637 0.122 0.29
H -20.574589 24.604067 -6.262749 -0.198 -0.056 0.267 0.32
H -19.382857 27.136609 -4.322430 0.217 -0.044 0.121 0.31
C -19.303722 34.061820 -4.397146 1.561 0.421 0.483 -0.26
C -18.638494 34.922712 -5.504690 -1.777 -0.518 -0.751 -0.38
O -17.869792 36.037160 -5.094917 0.335 0.167 0.582 -0.51
O -20.667023 34.369957 -4.305007 -0.888 0.591 -0.450 -0.57
H -18.805237 34.349996 -3.471636 0.199 -0.159 0.231 0.23
H -19.188791 32.983654 -4.508622 0.359 0.031 -0.387 0.33
H -19.510783 35.329577 -6.016227 -0.222 -0.095 -0.295 0.26
H -18.099149 34.367981 -6.272466 0.234 -0.443 0.346 0.26
H -18.136000 36.746939 -5.683951 0.144 0.097 0.202 0.31
H -21.080590 33.832757 -3.625327 0.150 -0.079 0.090 0.31
C -10.037213 35.225483 3.485544 -1.618 -4.262 0.124 -0.41
C -8.673817 35.698257 3.133439 -1.251 0.290 -0.465 -0.23
O -8.665718 36.905098 3.797105 1.642 1.557 0.721 -0.54
O -11.108527 36.133443 3.730367 0.494 0.700 -0.737 -0.58
H -10.015345 34.641258 4.405499 0.441 -0.153 0.064 0.22
H -10.357268 34.535141 2.705102 -0.162 -0.287 0.023 0.41
H -8.621714 35.836373 2.053488 0.499 0.027 -0.268 0.19
H -7.965389 34.944200 3.476431 0.298 0.274 0.007 0.26
H -9.610387 37.002721 3.937355 -0.103 1.423 0.458 0.35
H -11.783492 35.864932 3.102734 -0.334 0.370 0.055 0.33
C -14.840641 29.209663 6.704248 2.697 1.614 1.636 -0.62
C -13.563622 29.077736 5.743847 -1.708 0.009 -0.756 -0.16
O -13.001804 30.279797 5.240072 -0.314 0.122 0.706 -0.49
O -15.754190 28.165472 6.608160 0.360 0.063 -0.589 -0.50
H -15.418631 30.128127 6.601925 0.413 0.551 -0.963 0.34
H -14.469107 29.385884 7.713714 -0.009 -0.778 0.451 0.30
H -14.032659 28.544898 4.916681 0.335 -0.399 -0.414 0.23
H -12.699558 28.498445 6.069294 -0.447 -0.117 0.640 0.25
H -13.739721 30.786406 4.893049 -0.011 0.284 -0.313 0.30
H -16.094687 28.524318 5.785428 -1.389 -1.308 -0.557 0.35
C -12.390018 26.357804 -1.259363 -2.244 -0.786 0.150 -0.39
C -11.405848 25.168832 -1.513032 -0.314 1.996 1.025 -0.31
O -11.519545 24.199797 -0.490416 -0.186 -0.410 0.155 -0.51
O -13.700909 25.963788 -1.720163 0.188 -0.558 -1.046 -0.54
H -12.169609 27.341582 -1.673743 0.780 -0.244 -0.490 0.34
H -12.660251 26.548057 -0.220674 1.459 -0.232 0.607 0.28
H -10.441846 25.673270 -1.447070 0.429 -0.334 -0.343 0.30
H -11.552323 24.689924 -2.481167 -0.138 0.308 -0.070 0.23
H -10.678482 24.075608 -0.044553 -0.050 0.133 -0.115 0.30
H -14.328709 26.680622 -1.603481 0.023 0.164 0.144 0.31
C -12.814722 33.699261 -7.145639 1.217 -1.284 -1.326 -0.23
C -12.076222 34.213951 -8.448833 1.160 -0.189 -0.769 -0.35
O -12.224316 33.346906 -9.624697 -1.774 -0.223 0.806 -0.54
O -12.243771 34.173767 -5.944778 0.293 1.496 -0.108 -0.54
H -12.647059 32.625082 -7.067234 -0.510 -0.266 -0.770 0.26
H -13.874370 33.921847 -7.270961 -0.066 0.065 0.231 0.22
H -10.988885 34.224382 -8.524241 0.280 0.374 2.017 0.30
H -12.369330 35.240165 -8.670377 -0.489 0.037 -0.077 0.23
H -11.674660 33.683099 -10.336352 0.011 0.194 0.197 0.30
H -12.585368 33.673739 -5.199867 -0.178 -0.199 -0.104 0.34
```
Forces are in eV/Å.

Summary:
Frontier orbital gap (eV): 2.37
HOMO level (eV): -2.267
Charge: -1
Electronic energy (Eh): -2378.99695


Formula: C24H54ClN3
Source: the OMol25 dataset
Level of theory: wB97M-V/def2-TZVPD

Structure (XYZ):
```
82
Properties=species:S:1:pos:R:3:forces:R:3:mulliken_charge:R:1
C 0.760572 -2.298115 -3.647837 0.676 0.470 -0.044 -1.50
C 0.561796 -3.371961 -2.583532 -0.318 0.529 -0.282 0.46
C -0.892899 -3.402887 -2.166982 -0.670 -0.579 0.111 -1.12
N -1.168444 -4.153724 -0.881167 0.351 0.219 0.324 0.42
C -0.664736 -5.548002 -0.998679 -0.541 -0.460 -0.214 -1.10
C -0.559663 -3.465260 0.320768 -0.218 -0.338 0.208 -1.10
C -1.568590 -2.424614 0.752209 -0.166 -0.395 -0.144 0.22
C -2.862657 -3.239245 0.674167 -0.151 -0.130 -0.337 -0.69
C -2.660110 -4.130324 -0.556449 -0.266 -0.367 -0.484 -0.55
H 0.223596 -2.476264 -4.577639 -0.261 -0.021 0.140 0.40
H 1.812778 -2.219167 -3.931475 -0.006 -0.250 0.039 0.41
H 0.527922 -1.306583 -3.249183 -0.330 -0.071 -0.113 0.31
H 1.163920 -3.098101 -1.717118 0.262 -0.283 -0.098 -0.13
H 0.860259 -4.329029 -3.006887 0.145 -0.117 0.323 0.39
H -1.502604 -3.942758 -2.895164 0.084 0.201 -0.190 0.52
H -1.343357 -2.419090 -2.039564 0.248 0.112 -0.005 0.37
H -1.012460 -5.946934 -1.951623 0.232 0.015 -0.069 0.40
H -1.131090 -6.165427 -0.234250 0.182 0.153 0.228 0.50
H 0.415131 -5.600655 -0.915786 0.041 0.159 -0.073 0.35
H -0.543854 -4.255352 1.074254 0.243 0.161 0.156 0.51
H 0.455697 -3.138553 0.128108 -0.024 0.044 -0.116 0.34
H -1.294191 -2.086462 1.750036 -0.152 0.438 0.029 0.19
H -1.642985 -1.596249 0.043992 0.336 0.174 0.183 -0.05
H -3.015972 -3.825186 1.578358 0.036 -0.052 -0.023 0.40
H -3.764405 -2.660170 0.484679 0.069 0.215 0.331 0.28
H -2.996893 -5.158542 -0.447933 0.075 -0.003 0.248 0.33
H -3.185284 -3.764122 -1.438187 0.132 0.209 0.032 0.32
C -3.679820 6.577623 -1.903190 -0.532 0.213 0.610 -1.43
C -4.158281 5.395668 -1.046385 0.213 0.508 0.004 -0.13
C -2.975387 4.548002 -0.634545 -0.178 -0.304 0.009 -0.91
N -3.232569 3.596967 0.511319 0.221 -0.068 -0.670 0.31
C -3.603204 4.348710 1.755569 0.361 -0.635 -0.275 -0.83
C -1.990608 2.759604 0.697014 0.414 -0.305 0.749 -0.63
C -2.474587 1.562717 1.489808 -0.584 -0.085 0.306 -0.21
C -3.895654 1.294736 0.950905 0.006 -0.173 -0.094 -0.38
C -4.259379 2.550244 0.166113 -0.640 0.438 -0.679 -0.78
H -3.131861 7.280213 -1.271829 0.336 -0.179 -0.109 0.36
H -4.554666 7.153402 -2.204770 0.061 -0.164 -0.418 0.40
H -3.080534 6.279205 -2.758748 -0.039 0.049 -0.090 0.37
H -4.874114 4.781878 -1.594204 -0.045 0.016 0.008 0.39
H -4.669765 5.825175 -0.185465 -0.056 -0.096 0.026 0.22
H -2.090233 5.108672 -0.334641 -0.137 0.282 -0.047 0.42
H -2.708248 3.923592 -1.487863 0.211 -0.046 0.087 0.39
H -4.570435 4.805545 1.596540 -0.019 0.119 0.117 0.35
H -2.819643 5.077155 1.942955 -0.098 0.111 0.101 0.31
H -3.650863 3.620858 2.559090 -0.085 0.164 0.156 0.38
H -1.234390 3.327603 1.237229 -0.052 0.146 -0.073 0.35
H -1.587382 2.490684 -0.277698 -0.244 0.107 -0.159 0.37
H -2.540598 1.865848 2.534043 0.103 -0.231 0.072 0.39
H -1.850183 0.672221 1.494384 0.345 0.233 -0.113 -0.11
H -4.579649 1.054323 1.762027 -0.103 0.220 -0.023 0.33
H -3.940312 0.446879 0.265843 0.152 -0.016 0.040 0.15
H -5.269939 2.946958 0.268402 0.105 0.043 0.567 0.44
H -4.186275 2.428386 -0.917547 0.325 -0.333 0.092 0.41
C 7.608540 -0.845757 0.267442 0.731 0.060 -0.110 -1.49
C 6.412164 -0.425450 1.125748 0.656 -0.231 -0.588 -0.13
C 5.139703 -0.947436 0.498555 -0.541 -0.365 0.714 -1.06
N 3.864029 -0.396821 1.118557 1.173 1.036 -0.670 0.62
C 3.817622 -0.654406 2.586242 -0.510 -0.621 -0.287 -1.00
C 2.645923 -0.952987 0.415222 -0.763 -0.403 0.623 -0.59
C 1.915349 0.207200 -0.233106 -0.137 0.846 -1.008 0.10
C 2.364082 1.393139 0.616503 -0.517 -0.175 0.896 -0.76
C 3.822034 1.099332 0.864411 0.057 0.405 -0.225 -0.81
H 8.531912 -0.642643 0.812649 -0.065 0.046 0.032 0.40
H 7.694900 -0.279691 -0.662119 -0.255 -0.003 -0.001 0.37
H 7.663088 -1.904855 0.008875 -0.349 -0.036 0.118 0.37
H 6.446807 0.663619 1.164013 -0.240 0.007 0.242 0.25
H 6.583725 -0.843503 2.116281 -0.329 0.161 0.135 0.37
H 5.057838 -2.022474 0.674106 0.193 -0.042 -0.276 0.54
H 5.086711 -0.736651 -0.568474 0.005 0.004 -0.019 0.42
H 2.797229 -0.423659 2.861178 -0.251 0.082 0.642 0.38
H 4.536357 -0.065044 3.141517 0.116 0.084 -0.190 0.34
H 4.001769 -1.720369 2.718111 -0.038 0.040 0.205 0.35
H 1.969728 -1.318242 1.195372 0.216 -0.123 0.078 0.08
H 2.947176 -1.788842 -0.211113 0.062 0.149 -0.194 0.22
H 0.828503 0.110693 -0.218975 0.033 -0.332 0.412 -0.03
H 2.132359 0.378101 -1.294443 0.481 -0.210 0.116 0.33
H 1.812979 1.319554 1.565421 0.085 0.060 -0.008 0.25
H 2.169643 2.390659 0.230932 0.156 -0.085 -0.333 0.51
H 4.281015 1.641125 1.686201 -0.154 -0.138 0.185 0.36
H 4.427865 1.317803 -0.017008 -0.081 -0.189 -0.086 0.47
Cl 0.078054 -0.252487 3.356428 0.217 -0.076 -0.755 -0.67
```
Forces are in eV/Å.

Summary:
Frontier orbital gap (eV): 7.68
HOMO level (eV): -12.102
Charge: +2
Electronic energy (Eh): -1570.77927
Energy relative to the best compared isomer or geometry (same formula, charge and spin) (eV): 0.4145